# C7H7O6SZn

A molecular structure, C7H7O6SZn (ωB97M-V/def2-TZVPD, OMol25).

Each line ends with the natural charge from an NBO analysis.
Geometry (Å):
O -1.298 -3.029 -1.214  -0.379
C -0.620 -2.118 -1.204  0.431
Zn 0.536 -0.481 -1.345  1.472
O 2.620 -1.934 0.712  -0.398
C 1.891 -1.431 -0.007  0.439
C 1.671 1.132 -1.272  0.417
O 2.309 2.078 -1.306  -0.382
C -0.796 0.464 -2.531  -0.140
O -0.614 1.583 -2.990  -0.548
C 1.353 -1.100 -2.902  0.303
O 1.821 -1.465 -3.884  -0.377
H -1.764 -0.157 -2.671  0.082
C -1.323 1.868 1.750  -0.747
S 0.169 0.867 1.589  1.205
C -0.169 -0.453 2.776  -0.762
O -0.352 0.122 0.336  -1.102
H -1.301 2.246 2.731  0.235
H -2.131 1.187 1.563  0.253
H -1.289 2.632 1.003  0.263
H -1.122 -0.849 2.470  0.251
H 0.600 -1.185 2.683  0.242
H -0.190 0.024 3.714  0.243

Values from the calculation:
Charge ... +1
Frontier orbital gap (alpha / beta) ... 6.50 / 6.50 eV
Multiplicity ... 1

---

# C13H11BrN4O2S

C13H11BrN4O2S in the gas phase (ωB97M-V/def2-TZVPD, OMol25).

Each line ends with the natural charge from an NBO analysis.
Geometry (Å):
C 2.675 -1.514 -1.014  -0.655
C 2.452 -1.170 0.421  0.308
C 3.506 -1.007 1.313  -0.331
C 3.196 -0.666 2.627  0.295
C 4.245 -0.453 3.664  -0.654
N 1.933 -0.525 3.013  -0.482
C 1.005 -0.721 2.095  0.573
N -0.321 -0.598 2.460  -0.708
C -0.691 -0.104 3.628  0.429
N -1.035 0.360 4.615  -0.298
S -1.485 -1.307 1.394  2.311
O -1.135 -2.671 1.187  -0.894
O -2.752 -0.992 1.964  -0.896
C -1.252 -0.353 -0.097  -0.208
C -1.031 -1.006 -1.294  -0.194
C -0.868 -0.264 -2.450  -0.242
C -0.931 1.120 -2.373  -0.067
Br -0.684 2.142 -3.949  0.076
C -1.169 1.775 -1.174  -0.224
C -1.338 1.024 -0.023  -0.209
N 1.193 -1.015 0.819  -0.521
H 3.184 -2.473 -1.090  0.234
H 3.303 -0.761 -1.487  0.232
H 1.721 -1.570 -1.529  0.233
H 4.528 -1.132 0.996  0.223
H 4.976 0.275 3.319  0.229
H 3.781 -0.104 4.582  0.244
H 4.767 -1.388 3.859  0.233
H -0.980 -2.083 -1.296  0.250
H -0.692 -0.747 -3.399  0.237
H -1.222 2.852 -1.143  0.237
H -1.536 1.498 0.926  0.241

Values from the calculation:
Frontier orbital gap ... 9.64 eV
Multiplicity ... 1
Structure (SMILES) ... Cc1cc(C)nc(N(C#N)S(=O)(=O)c2ccc(Br)cc2)n1

---

# CH10NO4

4 unconnected molecules or ions with the total composition CH10NO4 (ωB97M-V/def2-TZVPD, OMol25).

Each line ends with the natural charge from an NBO analysis.
Geometry (Å):
N 0.481 -2.412 -0.324  -0.885
C -0.429 -1.306 -0.719  0.130
O 0.061 -0.056 -0.500  -0.991
H 0.752 -2.251 0.635  0.336
H 1.352 -2.300 -0.836  0.334
H -1.327 -1.465 -0.113  0.094
H -0.566 -1.491 -1.792  0.099
H -2.061 0.704 1.014  0.493
H -2.429 -0.414 1.929  0.458
O -2.682 0.494 1.726  -0.954
H -0.273 1.450 0.102  0.510
H 0.765 2.509 0.325  0.458
O -0.167 2.356 0.519  -1.016
H 1.619 0.381 -0.749  0.516
H 2.898 0.151 -1.661  0.443
O 2.597 0.578 -0.860  -1.026

Values from the calculation:
Charge ... -1
Frontier orbital gap ... 8.38 eV
Energy relative to the best compared isomer or geometry (same formula, charge and spin) ... 32.9 kJ/mol
Multiplicity ... 1

---

# CHCl3S

2 unconnected molecules or ions with the total composition CHCl3S (ωB97M-V/def2-TZVPD, OMol25).

Each line ends with the natural charge from an NBO analysis.
Geometry (Å):
C -1.186 0.763 0.712  -0.219
S 1.680 -0.904 -2.027  -0.145
Cl -0.872 -0.002 -0.764  0.133
Cl -0.245 2.096 1.198  0.081
Cl -1.566 -0.231 2.055  0.065
H 2.189 -1.721 -1.174  0.086

Values from the calculation:
Frontier orbital gap (alpha / beta) ... 6.56 / 9.01 eV
Energy relative to the best compared isomer or geometry (same formula, charge and spin) ... 256.1 kJ/mol
Multiplicity ... 1

---

Results for DFT total energy: -2899.4766 -3843.6777 -399.8528 -1817.3456 (in hartree, following the order of the records).
Results for largest force on an atom: 6.7 1.8 1.3 1.7 (in eV/A, following the order of the records).